<P>
DFT (the ωB97M-V functional and the def2-TZVPD basis) results for an isolated molecule of C24H32N6O2.

```
! wB97M-V def2-TZVPD RIJCOSX def2/J DEFGRID3
* xyz 0 1
C -5.7819 -3.1628 -0.7051
C -5.0551 -1.8314 -0.8458
C -3.6252 -1.9186 -0.3193
C -2.8758 -0.5849 -0.4749
C -3.4304 0.4318 0.4608
N -4.1161 0.2143 1.5611
N -4.3666 1.4016 2.0938
N -3.8766 2.3331 1.3901
N -3.2717 1.7740 0.3384
C -2.5876 2.5595 -0.6473
C -1.0997 2.6323 -0.4015
C -0.5934 2.7192 0.8848
C 0.7716 2.7845 1.1132
C 1.6580 2.7884 0.0411
O 3.0120 2.8391 0.1479
C 3.5892 2.7153 1.4253
C 1.1460 2.7392 -1.2568
C -0.2126 2.6512 -1.4711
N -1.4359 -0.6277 -0.2557
C -1.0232 -1.1479 1.0331
C 0.4415 -0.7812 1.2455
N 1.2539 -1.3582 0.1887
C 2.6251 -1.4594 0.4643
C 2.9954 -2.2924 1.5192
C 4.3137 -2.4702 1.8915
C 5.3093 -1.8154 1.1942
C 4.9747 -0.9963 0.1290
C 3.6523 -0.8030 -0.2491
O 3.2908 0.0153 -1.2876
C 4.2965 0.6328 -2.0488
C 0.8049 -0.9114 -1.1128
C -0.6675 -1.2820 -1.2932
H -5.8290 -3.4572 0.3403
H -6.7971 -3.0856 -1.0866
H -5.2642 -3.9427 -1.2600
H -5.0402 -1.5345 -1.8985
H -5.5954 -1.0661 -0.2861
H -3.0828 -2.6903 -0.8697
H -3.6487 -2.1896 0.7362
H -3.0176 -0.2167 -1.5020
H -3.0232 3.5637 -0.5929
H -2.7842 2.1381 -1.6372
H -1.2663 2.7289 1.7302
H 1.1279 2.8350 2.1301
H 3.3278 3.5597 2.0713
H 3.2942 1.7776 1.9076
H 4.6664 2.7103 1.2654
H 1.8398 2.7553 -2.0816
H -0.5887 2.5949 -2.4823
H -1.6325 -0.6993 1.8195
H -1.1322 -2.2435 1.0850
H 0.7787 -1.1535 2.2130
H 0.5273 0.3166 1.2392
H 2.2164 -2.8195 2.0489
H 4.5585 -3.1224 2.7160
H 6.3463 -1.9362 1.4683
H 5.7654 -0.4864 -0.3983
H 4.9825 -0.0993 -2.4881
H 3.7739 1.1557 -2.8486
H 4.8610 1.3602 -1.4571
H 1.3997 -1.4091 -1.8788
H 0.9005 0.1758 -1.2302
H -1.0075 -0.9292 -2.2696
H -0.7719 -2.3796 -1.2563
*
```

Its gap between HOMO and LUMO is 8.308 eV.

Formally, the natural (NBO) partial charges of the atoms, in units of the elementary charge, are as follows: atom 1 (C): -0.60, atom 2 (C): -0.40, atom 3 (C): -0.42, atom 4 (C): -0.07, atom 5 (C): 0.35, atom 6 (N): -0.32, atom 7 (N): -0.07, atom 8 (N): -0.07, atom 9 (N): -0.19, atom 10 (C): -0.22, atom 11 (C): -0.06, atom 12 (C): -0.20, atom 13 (C): -0.26, atom 14 (C): 0.30, atom 15 (O): -0.50, atom 16 (C): -0.25, atom 17 (C): -0.25, atom 18 (C): -0.19, atom 19 (N): -0.45, atom 20 (C): -0.24, atom 21 (C): -0.21, atom 22 (N): -0.46, atom 23 (C): 0.10, atom 24 (C): -0.21, atom 25 (C): -0.23, atom 26 (C): -0.22, atom 27 (C): -0.30, atom 28 (C): 0.33, atom 29 (O): -0.53, atom 30 (C): -0.25, atom 31 (C): -0.21, atom 32 (C): -0.21, atom 33 (H): 0.21, atom 34 (H): 0.21, atom 35 (H): 0.20, atom 36 (H): 0.19, atom 37 (H): 0.21, atom 38 (H): 0.21, atom 39 (H): 0.22, atom 40 (H): 0.21, atom 41 (H): 0.24, atom 42 (H): 0.22, atom 43 (H): 0.23, atom 44 (H): 0.22, atom 45 (H): 0.18, atom 46 (H): 0.18, atom 47 (H): 0.20, atom 48 (H): 0.22, atom 49 (H): 0.21, atom 50 (H): 0.22, atom 51 (H): 0.17, atom 52 (H): 0.21, atom 53 (H): 0.19, atom 54 (H): 0.21, atom 55 (H): 0.21, atom 56 (H): 0.21, atom 57 (H): 0.22, atom 58 (H): 0.18, atom 59 (H): 0.20, atom 60 (H): 0.18, atom 61 (H): 0.21, atom 62 (H): 0.20, atom 63 (H): 0.20, atom 64 (H): 0.17

<Q>
DFT (the ωB97M-V functional and the def2-TZVPD basis) results for an isolated molecule of C24H32N6O2.

```
! wB97M-V def2-TZVPD RIJCOSX def2/J DEFGRID3
* xyz 0 1
C -3.1797 -3.0305 -2.4480
C -4.5494 -2.8587 -1.7935
N -4.4908 -1.9408 -0.6895
C -4.4695 -0.5941 -0.7381
C -4.3361 -0.1367 0.5572
C -4.2210 1.2869 1.0113
N -2.8952 1.8744 0.8651
C -2.4589 1.9727 -0.5137
C -1.1970 2.8217 -0.6076
C -0.0947 2.1932 0.2437
N 1.0953 3.0089 0.2174
N 1.1015 4.1952 0.8171
C 2.3103 4.6944 0.6535
C 3.1196 3.8192 -0.0761
C 2.2951 2.7435 -0.3484
N 2.6017 1.5638 -1.0326
C 1.9387 1.0786 -2.1130
O 0.9342 1.5705 -2.5767
C 2.5871 -0.1689 -2.7055
C 2.9408 -1.2360 -1.6713
O 4.0843 -0.8056 -0.9571
C 4.6117 -1.6215 0.0078
C 5.7423 -1.1292 0.6589
C 6.3542 -1.8735 1.6459
C 5.8489 -3.1152 1.9991
C 4.7268 -3.6011 1.3556
C 4.1024 -2.8636 0.3620
C -0.6036 2.0442 1.6762
C -1.8899 1.2239 1.6799
C -4.2777 -1.3161 1.3346
C -4.1607 -1.4483 2.8122
N -4.3718 -2.3846 0.5599
H -2.8190 -2.0790 -2.8326
H -3.2453 -3.7377 -3.2702
H -2.4653 -3.4047 -1.7188
H -4.8975 -3.8140 -1.3951
H -5.2736 -2.4875 -2.5247
H -4.5688 -0.0629 -1.6638
H -4.4929 1.3577 2.0680
H -4.9123 1.9110 0.4363
H -2.2532 0.9787 -0.9517
H -3.2587 2.4410 -1.0922
H -0.8668 2.8801 -1.6448
H -1.3942 3.8254 -0.2312
H 0.1674 1.2107 -0.1624
H 2.5591 5.6552 1.0577
H 4.1415 3.9456 -0.3684
H 3.4829 1.1225 -0.7972
H 3.4994 0.1318 -3.2260
H 1.8937 -0.5844 -3.4369
H 3.1579 -2.1821 -2.1849
H 2.0990 -1.3948 -0.9829
H 6.1252 -0.1623 0.3711
H 7.2300 -1.4831 2.1418
H 6.3281 -3.6978 2.7706
H 4.3242 -4.5666 1.6236
H 3.2278 -3.2676 -0.1230
H -0.8001 3.0390 2.0749
H 0.1491 1.5586 2.3009
H -1.6702 0.1999 1.3218
H -2.2723 1.1534 2.7011
H -3.1682 -1.1534 3.1509
H -4.8934 -0.8150 3.3101
H -4.3324 -2.4841 3.0911
*
```

Its gap between HOMO and LUMO is 8.798 eV.

Formally, the natural (NBO) partial charges of the atoms, in units of the elementary charge, are as follows: atom 1 (C): -0.61, atom 2 (C): -0.21, atom 3 (N): -0.17, atom 4 (C): -0.04, atom 5 (C): -0.17, atom 6 (C): -0.23, atom 7 (N): -0.44, atom 8 (C): -0.22, atom 9 (C): -0.41, atom 10 (C): -0.04, atom 11 (N): -0.15, atom 12 (N): -0.27, atom 13 (C): -0.05, atom 14 (C): -0.36, atom 15 (C): 0.30, atom 16 (N): -0.64, atom 17 (C): 0.69, atom 18 (O): -0.61, atom 19 (C): -0.52, atom 20 (C): -0.07, atom 21 (O): -0.55, atom 22 (C): 0.38, atom 23 (C): -0.28, atom 24 (C): -0.18, atom 25 (C): -0.24, atom 26 (C): -0.18, atom 27 (C): -0.33, atom 28 (C): -0.40, atom 29 (C): -0.22, atom 30 (C): 0.15, atom 31 (C): -0.64, atom 32 (N): -0.28, atom 33 (H): 0.21, atom 34 (H): 0.21, atom 35 (H): 0.22, atom 36 (H): 0.22, atom 37 (H): 0.20, atom 38 (H): 0.21, atom 39 (H): 0.20, atom 40 (H): 0.20, atom 41 (H): 0.16, atom 42 (H): 0.20, atom 43 (H): 0.24, atom 44 (H): 0.22, atom 45 (H): 0.21, atom 46 (H): 0.21, atom 47 (H): 0.22, atom 48 (H): 0.43, atom 49 (H): 0.24, atom 50 (H): 0.24, atom 51 (H): 0.19, atom 52 (H): 0.18, atom 53 (H): 0.22, atom 54 (H): 0.22, atom 55 (H): 0.22, atom 56 (H): 0.22, atom 57 (H): 0.22, atom 58 (H): 0.23, atom 59 (H): 0.21, atom 60 (H): 0.16, atom 61 (H): 0.20, atom 62 (H): 0.22, atom 63 (H): 0.22, atom 64 (H): 0.23

<R>
DFT (the ωB97M-V functional and the def2-TZVPD basis) results for an isolated molecule of C24H32N6O2.

```
! wB97M-V def2-TZVPD RIJCOSX def2/J DEFGRID3
* xyz 0 1
C -6.7936 -1.2701 0.3568
C -5.6198 -0.3486 0.2260
C -5.8324 1.0305 0.1181
C -4.7954 1.9311 -0.0016
C -5.0557 3.4045 -0.1114
C -3.4805 1.4351 -0.0177
N -2.4032 2.2713 -0.1470
C -1.0899 1.8876 -0.1697
O -0.2061 2.7218 -0.3155
C -0.8516 0.4527 -0.0242
C 0.6276 0.1283 0.0244
C 1.1099 0.5607 1.3682
N 0.3856 0.7624 2.4453
N 1.2316 1.1273 3.3995
N 2.4239 1.1560 2.9735
N 2.4045 0.8020 1.6863
C 3.5754 0.7537 0.8687
C 4.1182 2.1738 0.5817
C 3.1864 3.0098 -0.2980
C 3.6266 2.5955 -1.7005
C 5.1272 2.3641 -1.5065
O 5.3354 2.0664 -0.1311
N 1.1202 -1.2002 -0.2700
C 0.8622 -1.6662 -1.6160
C 1.8615 -2.7724 -1.9514
C 1.7586 -3.9050 -0.9343
C 1.9350 -3.3553 0.4821
C 1.7909 -4.4521 1.5309
C 0.9002 -2.2488 0.7058
C -1.8873 -0.4003 0.1023
C -3.2422 0.0548 0.0934
C -4.3272 -0.8216 0.2140
H -6.4717 -2.3071 0.3992
H -7.4687 -1.1482 -0.4892
H -7.3527 -1.0427 1.2636
H -6.8483 1.3991 0.1310
H -6.1236 3.6018 -0.0781
H -4.5849 3.9424 0.7118
H -4.6659 3.7999 -1.0498
H -2.5664 3.2684 -0.2113
H 1.0956 0.7986 -0.7149
H 3.3296 0.2315 -0.0570
H 4.3527 0.1979 1.3998
H 4.3287 2.6523 1.5449
H 3.3980 4.0677 -0.1395
H 2.1290 2.8407 -0.1075
H 3.1312 1.6727 -2.0058
H 3.4224 3.3584 -2.4471
H 5.7020 3.2662 -1.7496
H 5.5110 1.5351 -2.1094
H 0.9849 -0.8284 -2.3076
H -0.1657 -2.0505 -1.7318
H 1.6699 -3.1455 -2.9588
H 2.8702 -2.3559 -1.9258
H 2.5162 -4.6634 -1.1403
H 0.7775 -4.3801 -1.0153
H 2.9320 -2.9098 0.5627
H 0.8021 -4.9033 1.4774
H 2.5322 -5.2313 1.3703
H 1.9281 -4.0459 2.5303
H 1.0021 -1.8331 1.7097
H -0.1041 -2.6962 0.6280
H -1.7267 -1.4596 0.2264
H -4.1331 -1.8806 0.3014
*
```

Its gap between HOMO and LUMO is 8.575 eV.

Formally, the natural (NBO) partial charges of the atoms, in units of the elementary charge, are as follows: atom 1 (C): -0.62, atom 2 (C): -0.03, atom 3 (C): -0.18, atom 4 (C): -0.05, atom 5 (C): -0.64, atom 6 (C): 0.24, atom 7 (N): -0.57, atom 8 (C): 0.64, atom 9 (O): -0.65, atom 10 (C): -0.12, atom 11 (C): -0.12, atom 12 (C): 0.35, atom 13 (N): -0.32, atom 14 (N): -0.07, atom 15 (N): -0.07, atom 16 (N): -0.19, atom 17 (C): -0.25, atom 18 (C): 0.09, atom 19 (C): -0.44, atom 20 (C): -0.44, atom 21 (C): -0.07, atom 22 (O): -0.53, atom 23 (N): -0.45, atom 24 (C): -0.21, atom 25 (C): -0.40, atom 26 (C): -0.40, atom 27 (C): -0.20, atom 28 (C): -0.61, atom 29 (C): -0.22, atom 30 (C): -0.06, atom 31 (C): -0.14, atom 32 (C): -0.17, atom 33 (H): 0.22, atom 34 (H): 0.22, atom 35 (H): 0.22, atom 36 (H): 0.21, atom 37 (H): 0.23, atom 38 (H): 0.22, atom 39 (H): 0.22, atom 40 (H): 0.42, atom 41 (H): 0.25, atom 42 (H): 0.23, atom 43 (H): 0.23, atom 44 (H): 0.20, atom 45 (H): 0.21, atom 46 (H): 0.25, atom 47 (H): 0.19, atom 48 (H): 0.22, atom 49 (H): 0.17, atom 50 (H): 0.18, atom 51 (H): 0.20, atom 52 (H): 0.17, atom 53 (H): 0.21, atom 54 (H): 0.20, atom 55 (H): 0.21, atom 56 (H): 0.19, atom 57 (H): 0.20, atom 58 (H): 0.20, atom 59 (H): 0.21, atom 60 (H): 0.21, atom 61 (H): 0.22, atom 62 (H): 0.16, atom 63 (H): 0.21, atom 64 (H): 0.21

Which is the most stable structure? <R> is the most stable.